Entry 1:
{
  "formula": "C14H27N4O6",
  "method": "ωB97M-V/def2-TZVPD",
  "species": ["O", "C", "O", "O", "H", "C", "C", "O", "N", "C", "H", "H", "H", "H", "H", "H", "H", "C", "C", "O", "N", "C", "H", "H", "H", "H", "H", "H", "H", "C", "C", "O", "N", "C", "H", "H", "H", "H", "H", "H", "H", "N", "C", "C", "C", "C", "H", "H", "H", "H", "H"],
  "xyz": [[1.968, -0.448, 0.943], [2.161, 0.020, -0.358], [3.076, -0.522, -0.996], [1.418, 0.975, -0.718], [2.602, -1.182, 1.004], [2.715, -2.501, 3.958], [2.513, -3.113, 2.598], [3.300, -2.979, 1.677], [1.384, -3.856, 2.457], [1.117, -4.606, 1.250], [2.105, -1.620, 4.153], [3.752, -2.179, 4.050], [2.565, -3.248, 4.741], [0.713, -3.941, 3.198], [1.679, -5.543, 1.221], [1.379, -4.009, 0.380], [0.055, -4.848, 1.228], [-1.955, 0.394, -2.125], [-1.024, -0.622, -2.757], [-0.353, -0.306, -3.719], [-1.029, -1.878, -2.233], [-0.089, -2.882, -2.653], [-1.411, 0.951, -1.361], [-2.761, -0.102, -1.570], [-2.342, 0.987, -2.945], [-1.671, -2.098, -1.494], [0.444, -3.331, -1.816], [0.639, -2.417, -3.313], [-0.580, -3.675, -3.231], [0.270, 4.001, -0.768], [-0.325, 3.955, -2.167], [0.344, 3.806, -3.161], [-1.684, 4.079, -2.215], [-2.428, 4.159, -3.457], [0.130, 5.003, -0.355], [1.326, 3.784, -0.894], [-0.181, 3.247, -0.126], [-2.175, 4.148, -1.343], [-3.445, 4.489, -3.238], [-2.468, 3.193, -3.960], [-2.000, 4.921, -4.110], [-0.140, 1.202, 1.673], [-1.196, 0.381, 1.458], [-1.993, 0.374, 2.571], [-1.388, 1.263, 3.506], [-0.243, 1.739, 2.910], [0.586, 1.361, 0.963], [-1.214, -0.216, 0.562], [-2.912, -0.169, 2.725], [-1.720, 1.455, 4.513], [0.484, 2.404, 3.346]],
  "atomic_forces_ev_per_a": [[-0.032, -0.340, 0.125], [0.657, 0.641, -1.147], [-0.324, -0.149, 0.202], [-0.288, -0.349, 1.016], [0.000, 0.153, -0.021], [0.677, 0.069, 0.488], [-0.246, 0.000, -0.156], [0.041, -0.143, 0.256], [-0.038, -0.254, -0.069], [-0.117, 0.043, -0.042], [-0.289, -0.114, -0.199], [-0.044, -0.007, -0.220], [-0.268, 0.077, -0.007], [0.174, 0.202, 0.210], [0.080, 0.048, -0.039], [0.012, -0.002, -0.027], [0.000, 0.041, -0.097], [-0.091, -1.002, 0.525], [-0.117, 0.581, -0.336], [0.098, -0.303, -0.039], [0.037, -0.013, 0.224], [0.092, -0.338, -0.460], [0.207, 0.348, -0.407], [-0.126, 0.087, -0.253], [-0.039, 0.370, 0.212], [0.051, 0.139, 0.115], [-0.042, 0.095, 0.096], [0.022, 0.130, 0.105], [0.007, 0.000, 0.107], [0.036, 0.104, -0.592], [-0.076, -0.343, 0.561], [0.104, 0.297, -0.568], [-0.220, 0.228, 0.026], [-0.048, 0.165, 0.327], [-0.019, -0.076, 0.126], [0.030, -0.087, 0.213], [-0.012, 0.058, 0.053], [-0.047, -0.014, -0.010], [-0.003, -0.158, 0.088], [0.085, 0.069, -0.176], [0.189, -0.222, -0.124], [-0.083, 0.383, -0.080], [0.211, -0.417, -0.349], [-0.171, 0.275, 0.412], [-0.088, -0.374, -0.086], [-0.075, 0.278, 0.604], [0.051, -0.331, -0.133], [-0.124, 0.088, -0.044], [0.032, -0.103, -0.107], [-0.005, 0.146, -0.003], [0.138, 0.025, -0.299]],
  "e_homo_ev": -4.70,
  "relative_energy_ev": 0.0000,
  "homo_lumo_gap_ev": 7.409,
  "charge": -1,
  "e_tot_ev": -33204.9518
}


Entry 2:
{
  "formula": "C4H18O5",
  "method": "ωB97M-V/def2-TZVPD",
  "species": ["C", "C", "O", "H", "H", "H", "H", "H", "H", "C", "C", "O", "H", "H", "H", "H", "H", "H", "O", "H", "H", "O", "H", "H", "O", "H", "H"],
  "xyz": [[0.638, -10.826, -24.251], [0.704, -12.344, -24.790], [1.788, -13.126, -24.242], [0.340, -10.900, -23.206], [-0.028, -10.075, -24.676], [1.679, -10.505, -24.215], [0.898, -12.508, -25.850], [-0.244, -12.850, -24.611], [1.481, -13.446, -23.391], [2.289, -6.116, -24.774], [1.839, -6.703, -26.198], [2.475, -6.101, -27.311], [3.373, -6.107, -24.657], [1.897, -6.656, -23.912], [1.988, -5.068, -24.741], [0.765, -6.585, -26.341], [1.992, -7.772, -26.045], [2.404, -6.721, -28.041], [3.204, -9.462, -22.238], [3.297, -9.598, -21.295], [3.756, -8.704, -22.427], [0.792, -8.340, -21.227], [1.110, -7.481, -21.504], [1.384, -8.963, -21.649], [-1.925, -8.866, -20.852], [-1.079, -8.599, -21.211], [-1.708, -9.318, -20.037]],
  "atomic_forces_ev_per_a": [[1.007, -2.184, 0.342], [-0.093, 0.737, -0.307], [-0.708, 0.536, 0.381], [-0.025, -0.005, 0.151], [0.062, -0.448, -0.621], [-0.114, 0.424, -0.161], [-0.218, 0.907, -0.240], [-0.152, -0.015, 0.224], [0.263, 0.045, 0.237], [-0.114, 0.557, -2.049], [-0.257, 0.021, 2.497], [0.533, -0.130, 0.325], [0.065, -0.271, -0.247], [-0.290, -0.116, -0.295], [-0.162, 0.064, 0.276], [-0.225, 0.135, 0.352], [0.409, -0.263, -0.797], [0.054, 0.013, -0.075], [-0.841, -0.830, -0.719], [0.344, -0.095, 0.834], [0.549, 0.820, -0.110], [-1.102, -0.023, 0.474], [0.367, 0.430, -0.102], [0.696, -0.278, -0.413], [-1.099, -0.158, 0.028], [0.875, 0.153, -0.096], [0.176, -0.026, 0.110]],
  "e_homo_ev": [0.42, -7.71],
  "relative_energy_ev": 0.0000,
  "s2": 0.750,
  "homo_lumo_gap_ev": [2.620, 10.606],
  "spin_multiplicity": 2,
  "charge": -1,
  "e_tot_ev": -14675.8120
}


Entry 3:
{
  "formula": "C9H12HfN2O5S",
  "method": "ωB97M-V/def2-TZVPD",
  "species": ["C", "C", "C", "C", "O", "S", "O", "O", "O", "C", "N", "C", "C", "C", "O", "C", "N", "H", "H", "H", "H", "H", "H", "H", "H", "H", "H", "H", "H", "Hf"],
  "xyz": [[0.441, -0.913, 2.142], [0.718, 0.452, 1.969], [1.693, 1.051, 1.036], [1.014, 1.175, -0.306], [1.820, 1.396, -1.421], [0.810, 1.273, -2.762], [0.211, 2.506, -3.015], [1.455, 0.427, -3.666], [-0.342, 0.326, -1.861], [0.273, -0.107, -0.737], [-0.627, -0.681, 0.159], [-1.882, -0.212, 0.354], [-2.310, 0.907, 1.202], [-2.919, -0.978, -0.380], [1.178, -1.254, -1.365], [2.212, -1.832, -1.071], [3.207, -2.385, -0.789], [-0.566, -1.219, 2.383], [1.223, -1.668, 2.111], [0.141, 1.142, 2.582], [2.653, 0.535, 0.934], [1.929, 2.055, 1.402], [0.283, 1.993, -0.321], [-1.732, 0.996, 2.116], [-2.251, 1.830, 0.600], [-3.355, 0.783, 1.475], [-2.621, -2.006, -0.562], [-3.829, -0.965, 0.225], [-3.161, -0.447, -1.318], [4.335, -4.180, -1.116]],
  "atomic_forces_ev_per_a": [[-0.760, -0.061, -1.237], [-0.151, 0.434, -0.125], [1.007, 0.100, 0.783], [0.727, 0.396, -0.473], [-0.141, -0.298, -0.354], [0.919, 0.780, -0.170], [-0.408, 0.010, 0.203], [-0.056, -0.304, 0.043], [0.368, -0.434, -0.100], [-2.512, 0.780, -1.659], [1.902, 0.642, 2.303], [-1.256, -0.412, -0.872], [-0.112, -0.735, 0.537], [0.226, 0.111, 0.286], [0.361, -0.520, 0.480], [0.282, 0.201, 0.391], [0.121, -1.022, -0.498], [0.256, -0.148, 1.206], [-0.055, -0.155, -0.390], [-0.118, 0.125, -0.120], [-0.133, -0.427, 0.053], [-0.009, 0.122, -0.115], [-0.499, -0.338, 0.539], [0.119, 0.275, 0.002], [0.165, 0.037, -0.128], [-0.132, 0.142, -0.030], [0.139, 0.022, -0.387], [-0.166, 0.134, -0.074], [-0.062, -0.040, -0.136], [-0.022, 0.580, 0.043]],
  "e_homo_ev": -22.37,
  "homo_lumo_gap_ev": 4.393,
  "charge": 4,
  "e_tot_ev": -34827.9495
}


Entry 4:
{
  "formula": "C3H5FOS",
  "method": "ωB97M-V/def2-TZVPD",
  "species": ["C", "C", "F", "H", "H", "H", "O", "C", "S", "H", "H"],
  "xyz": [[1.365, 1.358, -1.757], [0.190, 0.902, -1.354], [0.037, 0.233, -0.201], [1.439, 1.893, -2.696], [2.261, 1.207, -1.164], [-0.751, 1.011, -1.891], [-0.910, -1.752, 0.473], [-1.300, -1.143, 1.431], [-0.559, -1.194, 3.044], [-2.180, -0.463, 1.428], [0.408, -2.052, 2.687]],
  "atomic_forces_ev_per_a": [[-0.260, -0.114, 0.131], [0.211, 0.308, -0.398], [0.512, 0.882, -0.392], [-0.052, -0.096, 0.129], [-0.107, 0.009, -0.055], [0.216, -0.044, 0.133], [-0.719, -0.319, 0.878], [-0.023, -0.457, -0.270], [-0.028, 0.038, -0.050], [0.248, -0.200, -0.093], [0.001, -0.007, -0.014]],
  "e_homo_ev": -9.90,
  "relative_energy_ev": 1.2637,
  "homo_lumo_gap_ev": 10.792,
  "charge": 0,
  "smiles": "C=CF.O=CS",
  "e_tot_ev": -18790.6377
}


Entry 5:
{
  "formula": "C18H14Cl2N2O3",
  "method": "ωB97M-V/def2-TZVPD",
  "species": ["O", "C", "N", "C", "C", "C", "C", "C", "N", "C", "C", "C", "C", "C", "C", "O", "C", "C", "C", "C", "Cl", "C", "C", "Cl", "O", "H", "H", "H", "H", "H", "H", "H", "H", "H", "H", "H", "H", "H", "H"],
  "xyz": [[2.742, 2.292, 0.701], [1.557, 2.031, 0.775], [0.582, 2.806, 0.237], [0.880, 3.946, -0.597], [0.522, 3.691, -2.037], [-0.271, 4.568, -2.765], [-0.574, 4.269, -4.083], [-0.075, 3.092, -4.621], [0.678, 2.247, -3.937], [0.969, 2.542, -2.685], [1.050, 0.840, 1.474], [1.735, -0.169, 2.097], [0.763, -1.076, 2.569], [-0.448, -0.561, 2.200], [-1.839, -1.076, 2.393], [-1.884, -2.473, 2.597], [-1.289, -3.356, 1.750], [-1.076, -4.615, 2.324], [-0.506, -5.658, 1.629], [-0.114, -5.455, 0.314], [0.618, -6.732, -0.582], [-0.317, -4.227, -0.287], [-0.909, -3.185, 0.417], [-1.149, -1.721, -0.485], [-0.286, 0.598, 1.539], [-0.372, 2.483, 0.278], [0.347, 4.828, -0.224], [1.959, 4.114, -0.501], [-0.643, 5.475, -2.307], [-1.185, 4.931, -4.677], [-0.285, 2.809, -5.644], [1.595, 1.827, -2.165], [2.798, -0.239, 2.193], [0.935, -1.988, 3.103], [-2.271, -0.668, 3.315], [-2.469, -0.763, 1.553], [-1.385, -4.742, 3.349], [-0.358, -6.616, 2.101], [-0.026, -4.070, -1.313]],
  "atomic_forces_ev_per_a": [[0.181, -0.173, 0.036], [-0.348, 0.174, 0.025], [-0.292, 0.099, -0.030], [0.222, 0.084, 0.021], [-0.149, 0.103, -0.142], [0.147, -0.160, 0.032], [0.039, -0.051, -0.002], [-0.229, 0.295, -0.150], [0.214, -0.457, -0.216], [0.007, 0.196, 0.293], [0.949, -0.728, 0.446], [-0.300, 0.749, -0.457], [-0.679, 0.182, -0.067], [0.369, -0.642, 0.491], [-0.180, 0.659, 0.000], [0.003, -0.055, -0.051], [0.166, -0.427, -0.153], [-0.046, 0.251, -0.088], [0.029, 0.075, -0.113], [-0.148, 0.324, 0.100], [0.112, -0.201, -0.134], [0.047, -0.244, 0.123], [-0.059, 0.000, 0.110], [-0.076, -0.002, -0.179], [-0.265, 0.183, -0.079], [0.082, -0.046, 0.034], [0.128, -0.054, -0.073], [-0.203, 0.083, 0.036], [-0.036, 0.066, 0.053], [-0.052, 0.030, -0.071], [-0.076, 0.060, -0.095], [0.058, -0.038, 0.134], [0.244, 0.062, -0.034], [-0.040, -0.207, 0.107], [0.061, -0.049, -0.202], [0.110, -0.052, 0.196], [-0.025, -0.017, 0.130], [0.020, -0.098, 0.036], [0.015, 0.028, -0.065]],
  "e_homo_ev": -8.84,
  "relative_energy_ev": 0.1761,
  "homo_lumo_gap_ev": 9.394,
  "charge": 0,
  "smiles": "O=C(NCc1cccnc1)c1ccc(COc2ccc(Cl)cc2Cl)o1",
  "e_tot_ev": -53060.4091
}


Entry 6:
{
  "formula": "C3H5Cl2N3O",
  "method": "ωB97M-V/def2-TZVPD",
  "species": ["O", "N", "C", "N", "C", "N", "C", "Cl", "Cl", "H", "H", "H", "H", "H"],
  "xyz": [[1.326, -2.482, 0.274], [0.705, -1.296, 0.304], [-0.560, -1.088, 0.399], [-0.909, 0.285, 0.411], [-0.236, 1.260, -0.175], [1.031, 1.230, -0.580], [2.034, 0.369, -0.093], [2.521, 0.646, 1.552], [3.232, -0.235, -1.183], [2.236, -2.421, -0.036], [-1.237, -1.948, 0.529], [-1.774, 0.691, 0.663], [-0.676, 2.141, -0.450], [1.440, 1.809, -1.265]],
  "atomic_forces_ev_per_a": [[-2.493, -0.317, 0.349], [1.639, 1.733, -0.926], [1.962, -1.336, 0.597], [1.384, 0.925, -1.187], [2.060, -1.998, -0.149], [0.723, -2.402, 1.017], [0.248, -1.454, 1.626], [-0.273, -0.267, -1.461], [-1.429, 0.678, 1.007], [0.476, 0.591, -0.128], [-0.319, 0.875, 0.025], [-1.872, -0.809, 0.704], [-1.822, 2.155, -0.260], [-0.282, 1.627, -1.213]],
  "e_homo_ev": -19.57,
  "relative_energy_ev": 0.3639,
  "homo_lumo_gap_ev": 8.848,
  "charge": 2,
  "smiles": "O/N=C/[NH+]=C\\[NH+]=C(Cl)Cl",
  "e_tot_ev": -34732.1558
}


Entry 7:
{
  "formula": "C2H6IOPS",
  "method": "ωB97M-V/def2-TZVPD",
  "species": ["C", "C", "P", "O", "S", "I", "H", "H", "H", "H", "H", "H"],
  "xyz": [[0.653, -1.311, -0.097], [1.191, 0.141, 0.001], [0.101, 1.524, -0.686], [-1.125, 1.212, 0.491], [-2.683, 1.307, 0.089], [-3.613, -0.927, -0.080], [1.446, -1.987, -0.025], [0.038, -1.394, 0.760], [0.040, -1.534, -1.012], [2.134, 0.014, -0.690], [1.336, 0.434, 0.941], [0.482, 2.519, 0.310]],
  "atomic_forces_ev_per_a": [[-1.774, 1.860, -0.776], [0.749, -1.412, -6.429], [0.075, -0.478, 1.704], [-0.292, -0.517, -0.263], [-0.755, -0.018, -0.121], [0.400, 0.281, -0.003], [1.200, -1.073, 0.062], [-0.974, -0.740, 0.751], [0.623, 0.333, 0.763], [-1.267, 1.279, 1.639], [1.333, 0.745, 3.800], [0.683, -0.259, -1.126]],
  "e_homo_ev": -8.56,
  "relative_energy_ev": 0.0000,
  "homo_lumo_gap_ev": 8.001,
  "charge": 0,
  "smiles": "CCPOSI",
  "e_tot_ev": -32442.0282
}


Entry 8:
{
  "formula": "C4H5NO2",
  "method": "ωB97M-V/def2-TZVPD",
  "species": ["C", "C", "C", "O", "C", "O", "N", "H", "H", "H", "H", "H"],
  "xyz": [[1.623, -0.561, 0.212], [0.190, -0.134, 0.146], [-0.890, -0.813, -0.355], [-1.890, 0.004, -0.617], [-1.436, 1.388, -0.324], [-2.176, 2.301, -0.534], [-0.166, 1.296, 0.185], [2.152, -0.244, -0.692], [2.138, -0.125, 1.069], [1.686, -1.648, 0.287], [-1.002, -1.872, -0.549], [-0.229, 0.410, 1.172]],
  "atomic_forces_ev_per_a": [[0.053, -0.054, 0.023], [0.227, -0.611, -0.737], [0.289, -0.039, 0.127], [0.076, 0.458, 0.045], [-0.337, -0.360, 0.178], [0.403, -0.398, 0.089], [-0.065, -0.085, 0.372], [-0.097, -0.005, 0.099], [-0.075, -0.006, -0.055], [-0.006, 0.076, 0.004], [-0.075, 0.161, -0.023], [-0.392, 0.863, -0.122]],
  "e_homo_ev": -8.87,
  "relative_energy_ev": 3.0249,
  "homo_lumo_gap_ev": 8.882,
  "charge": 0,
  "e_tot_ev": -9811.2899
}